Record 1
C41H57BBr4F4N3O17 | the ωB97M-V functional and the def2-TZVPD basis

Results
Molecular weight = 1270.3 g/mol
Charge = -1
Calculated total energy = -13760.41416 a.u.

Geometry (Å):
C  2.09064  0.80392  6.26244
C  2.38333  0.40680  5.15351
C  3.19001  0.11976  3.88055
C  4.35761  1.08399  3.58347
C  4.01328  2.58385  3.78370
C  3.73891  3.36406  2.46062
F  3.80926  2.60795  1.33505
Br  5.03545  4.87508  2.35378
C  2.31285  4.04411  2.44253
F  1.42355  3.09612  2.77991
F  2.23420  5.06387  3.32693
Br  1.84096  4.73172  0.66891
O  2.23370  0.13650  2.85784
B  1.57224  -1.19265  2.69289
C  0.05255  -1.31725  3.33353
C  -0.88629  -0.17532  2.92844
C  -1.83782  -0.28069  1.88255
C  -2.67948  0.76205  1.48627
C  -2.60519  2.04751  2.14839
C  -3.49719  3.20083  1.66893
C  -1.68641  2.14072  3.20254
C  -0.85230  1.07343  3.59779
C  1.76720  -1.50521  1.08356
Br  1.21679  0.10803  0.08196
C  1.11338  -2.84073  0.59130
C  0.11720  -2.71729  -0.58961
Br  2.51937  -4.12629  0.01285
O  2.39756  -1.99988  3.64243
C  3.62253  -1.43493  3.94454
F  4.42950  -1.85363  2.84359
C  4.18765  -1.97634  5.27765
C  5.61623  -2.57906  5.19426
N  6.62461  -1.63719  4.68503
N  5.67821  -3.87009  4.47259
N  6.01764  -2.87004  6.60600
H  1.89358  1.10839  7.28025
H  5.14018  0.84244  4.33967
H  4.80684  0.84689  2.60450
H  3.17618  2.77537  4.47704
H  4.90127  3.05192  4.24822
H  -0.40937  -2.29988  3.10182
H  0.19330  -1.22651  4.43192
H  -1.92652  -1.23146  1.33637
H  -3.37101  0.57966  0.65292
H  -3.58579  3.94860  2.47657
H  -2.95342  3.70421  0.83776
H  -4.46103  2.82835  1.28679
H  -1.63483  3.10867  3.72590
H  -0.12799  1.20044  4.41217
H  2.85777  -1.61110  0.92619
H  0.58716  -3.31895  1.43321
H  0.49920  -2.15765  -1.45503
H  -0.07160  -3.75328  -0.95378
H  -0.87153  -2.35900  -0.23740
H  4.22430  -1.20950  6.07476
H  3.52408  -2.78991  5.62529
H  7.33453  -2.10196  4.13326
H  6.21519  -0.87235  4.16384
H  5.90678  -3.66629  3.49770
H  6.48494  -4.40762  4.79417
H  7.02858  -2.76800  6.68710
H  5.85683  -3.86603  6.77140
C  3.89429  2.03484  -4.40859
C  3.79243  0.66745  -3.77486
C  4.46742  -0.42447  -4.56097
O  3.71355  -1.58014  -4.18215
C  2.46474  -1.14205  -3.85386
O  1.52966  -1.85331  -3.68439
O  2.43434  0.21123  -3.74983
H  4.93279  2.36389  -4.46345
H  3.46999  2.03176  -5.41475
H  3.32576  2.76493  -3.83102
H  4.15438  0.70185  -2.74276
H  5.51782  -0.54322  -4.29752
H  4.38362  -0.29573  -5.64421
C  -7.35714  -0.40668  -0.50595
C  -6.71406  -0.75524  0.81364
C  -7.70281  -1.06826  1.90244
O  -6.97999  -0.71655  3.08115
C  -6.08934  0.25154  2.72306
O  -5.46338  0.90156  3.48584
O  -6.01616  0.36997  1.36180
H  -7.92121  -1.25223  -0.90227
H  -8.02962  0.44821  -0.39915
H  -6.59831  -0.11806  -1.23518
H  -5.99115  -1.56570  0.67766
H  -7.98464  -2.11961  1.92241
H  -8.60868  -0.45790  1.85415
C  -0.03748  1.81460  -3.45073
C  -0.57747  3.15188  -3.89227
C  -1.96665  3.09507  -4.46502
O  -1.97296  4.21601  -5.35676
C  -0.68549  4.41154  -5.75309
O  -0.35903  5.13266  -6.64103
O  0.17271  3.67485  -5.00219
H  -0.63269  1.40105  -2.63487
H  -0.02966  1.10236  -4.27740
H  0.99103  1.91212  -3.11465
H  -0.51195  3.87404  -3.07259
H  -2.73875  3.19982  -3.70473
H  -2.15808  2.18905  -5.04627
C  6.97647  -5.26547  -5.57964
C  6.44569  -3.92487  -6.02628
C  5.05546  -3.97450  -6.59734
O  5.05544  -2.85784  -7.49268
C  6.34292  -2.67340  -7.89211
O  6.67497  -1.95956  -8.78202
O  7.19845  -3.41517  -7.13697
H  6.37849  -5.66974  -4.76228
H  6.97658  -5.97936  -6.40569
H  8.01048  -5.17234  -5.24481
H  6.51739  -3.20027  -5.20945
H  4.28646  -3.86095  -5.83461
H  4.85500  -4.88081  -7.17541
C  -11.72872  3.19873  -0.06021
C  -11.08532  1.92640  -0.55645
C  -11.88136  1.20439  -1.61156
O  -11.47465  -0.15319  -1.42027
C  -11.11683  -0.27677  -0.11370
O  -10.91620  -1.31266  0.43336
O  -11.02123  0.94113  0.48329
H  -11.81342  3.93284  -0.86233
H  -12.72283  3.00042  0.34502
H  -11.13997  3.63103  0.74964
H  -10.06367  2.12717  -0.89342
H  -11.64571  1.54122  -2.61962
H  -12.96203  1.26751  -1.45752

Results of the Löwdin charge analysis, in e, for atoms 1 through 8: number 1, C, carries 0.1388; number 2, C, carries -0.0220; number 3, C, carries -0.3530; number 4, C, carries -0.0648; number 5, C, carries -0.1439; number 6, C, carries -0.7560; number 7, F, carries -0.0247; number 8, Br, carries 0.7366

***

Record 2
C2H4O2P2 | the ωB97M-V functional and the def2-TZVPD basis

Results
Molecular weight = 122.0 g/mol
Calculated total energy = -911.77016 a.u.

Geometry (Å):
C  -0.74410  -0.88936  1.81496
C  0.09870  0.19689  -0.87511
O  1.57594  -1.76702  0.62370
O  -1.96545  1.42038  1.20874
P  -2.03156  0.37303  2.20282
P  0.37496  -0.93705  0.60785
H  -0.22479  -1.48890  2.61184
H  0.21275  1.19447  -0.52334
H  0.88267  -0.02039  -1.48072
H  -0.85980  0.02761  -1.48533

Results of the natural (NBO) charge analysis, in e, for atoms 1 through 8: number 1, C, carries -1.3788; number 2, C, carries -0.9578; number 3, O, carries -0.9914; number 4, O, carries -1.0239; number 5, P, carries 1.3616; number 6, P, carries 1.9309; number 7, H, carries 0.2819; number 8, H, carries 0.2674

***

Record 3
C4H9NO | the ωB97M-V functional and the def2-TZVPD basis

Results
Molecular weight = 87.1 g/mol
Calculated total energy = -287.67457 a.u.

Geometry (Å):
C  0.20480  -0.59727  -1.08138
C  -0.86565  -1.42045  -1.61006
C  0.16834  -0.28462  1.47769
C  0.29339  1.87175  0.50642
N  -0.43957  0.58918  0.57755
O  1.28213  -0.23763  -1.31532
H  -1.45603  -0.76651  -2.23094
H  -0.58360  -2.31489  -2.27004
H  -1.44862  -1.74454  -0.79836
H  1.17715  -0.20273  1.66517
H  -0.12898  0.02411  2.48383
H  0.03276  -1.35500  1.21459
H  0.53146  2.30867  1.46163
H  1.34599  1.64719  0.18889
H  -0.11358  2.48275  -0.26967

Results of the natural (NBO) charge analysis, in e, for atoms 1 through 8: number 1, C, carries 0.7654; number 2, C, carries -0.7629; number 3, C, carries -0.4420; number 4, C, carries -0.4551; number 5, N, carries -0.5099; number 6, O, carries -0.4719; number 7, H, carries 0.2749; number 8, H, carries 0.2469

***

Record 4
C3H8N2OP | the ωB97M-V functional and the def2-TZVPD basis

Results
Molecular weight = 119.1 g/mol
Charge = +1
Calculated total energy = -644.91172 a.u.

Geometry (Å):
C  -0.55543  1.27063  -0.30955
C  0.35931  0.64504  0.72248
C  -0.71681  -1.26651  -0.14609
N  -1.56389  0.23603  -0.46039
N  0.62426  -0.69854  0.05150
O  -3.81926  -0.91975  -0.00513
P  -3.20417  0.39666  -0.09365
H  -1.10667  2.18516  0.15520
H  -0.00016  1.34034  -1.25150
H  1.31425  1.06362  0.78055
H  -0.12484  0.58856  1.78667
H  -1.29948  -1.64129  0.70971
H  -0.74139  -1.74608  -1.15770
H  1.25410  -0.40701  -0.64665
H  1.13303  -1.24928  0.73872

Results of the natural (NBO) charge analysis, in e, for atoms 1 through 8: number 1, C, carries -0.2679; number 2, C, carries -0.2232; number 3, C, carries -0.0835; number 4, N, carries -0.8098; number 5, N, carries -0.5300; number 6, O, carries -1.0015; number 7, P, carries 1.4972; number 8, H, carries 0.2749